# 1
The following is a quantum chemistry calculation of an isolated molecule of C5H8N2O, from the Open Molecules 2025 dataset.

```
16
Properties=species:S:1:pos:R:3:forces:R:3:nbo_charge:R:1
H 1.7581 0.3272 -1.7218 -0.075 -0.055 0.232 0.2043
H -2.1353 1.8923 1.3800 -0.066 0.049 -0.183 0.2331
H 1.4637 -1.3789 1.8254 0.240 -0.205 -0.414 0.4669
N -1.7269 -1.9545 -0.3493 1.305 1.264 -0.070 -0.3049
H -1.8954 2.1488 -0.3687 0.074 -0.136 0.152 0.2330
H 0.8582 1.6210 0.7221 -0.282 0.140 0.265 0.2122
C -0.9434 0.4009 0.4312 0.643 -0.500 -1.596 -0.1011
C 0.3473 0.6837 0.5544 1.626 -3.338 -1.064 0.0137
H -3.0110 0.8999 0.2011 0.196 0.138 0.105 0.2413
H 1.2143 -1.3684 -1.7320 -0.063 0.014 -0.130 0.1895
O 1.4171 -1.6534 0.8923 -0.808 -0.013 1.066 -0.5529
H 2.8246 -0.9685 -1.1276 -0.039 0.102 0.034 0.2022
C -2.0567 1.3951 0.4086 -0.732 -0.078 0.511 -0.6443
C -1.1592 -0.9631 -0.1155 -2.372 -0.220 0.978 0.2641
N 1.2554 -0.4617 0.1773 0.659 2.907 -0.649 -0.2386
C 1.7892 -0.6202 -1.1774 -0.304 -0.069 0.763 -0.4185
```
Positions in Å, forces in eV/Å.

Calculated values
**Kohn-Sham gap**: 8.24 eV
**LUMO**: 0.31 eV
**Energy above the lowest of the compared OMol25 structures with the same formula, charge and spin**: 102.3 kcal per mole
**E_HOMO**: -7.93 eV
**Total charge**: 0

***

# 2
The following is a quantum chemistry calculation of an isolated molecule of C5H8N2O, from the Open Molecules 2025 dataset.

```
16
Properties=species:S:1:pos:R:3:forces:R:3:nbo_charge:R:1
H -2.3727 0.4406 1.1865 2.670 0.845 -0.787 0.2325
O 0.8846 1.3107 -0.9015 -3.166 -0.505 -3.533 -0.7032
H -2.2711 -0.0619 -1.4845 -0.372 -0.065 -0.107 0.2219
C 0.0687 0.0666 1.0227 -1.857 1.434 -1.020 -0.0955
H 2.0029 0.8634 0.8032 0.559 0.516 -1.164 0.1730
C -1.5964 -0.2143 -0.6640 2.352 -1.225 0.811 -0.0174
H -1.3204 1.6780 0.2358 -0.079 1.111 0.109 0.2368
H 0.2727 0.1890 2.0938 -0.242 -0.517 -0.311 0.2156
C 1.4317 -0.9953 -0.2419 -0.591 0.337 -0.932 -0.2703
H 2.2701 -1.3945 0.2506 0.946 -0.954 0.584 0.2034
N -0.7471 -1.1922 -0.7145 -1.479 -0.289 -0.445 -0.2362
C -1.3773 0.6600 0.5256 -1.163 -2.130 1.984 -0.4917
H 1.3216 -1.3073 -1.2872 0.744 0.209 0.169 0.2239
H 0.0199 0.7406 -1.2899 3.436 2.557 0.815 0.4814
N 0.1375 -1.2679 0.3984 -1.496 -0.922 -0.076 -0.2638
C 1.2751 0.4847 0.0670 -0.262 -0.401 3.904 0.0895
```
Positions in Å, forces in eV/Å.

Calculated values
**Kohn-Sham gap**: 9.50 eV
**LUMO**: 0.93 eV
**Energy above the lowest of the compared OMol25 structures with the same formula, charge and spin**: 96.8 kcal per mole
**E_HOMO**: -8.57 eV
**Total charge**: 0

***

# 3
The following is a quantum chemistry calculation of a structure of composition C5H8N2O, from the Open Molecules 2025 dataset.

```
16
Properties=species:S:1:pos:R:3:forces:R:3:nbo_charge:R:1
C 2.5176 -0.0603 0.4304 0.023 0.095 -0.192 -0.4296
C -0.2927 -0.4408 0.3589 -1.540 1.423 -0.294 0.2848
H 0.0599 -1.0131 1.2082 0.271 -0.079 -0.057 0.1851
H -1.1176 1.5895 0.9581 0.048 -0.041 0.149 0.2202
H 0.9738 0.8035 -0.7638 1.070 -2.432 -0.018 0.4413
H 3.4497 0.1816 -0.0877 -0.066 -0.012 0.132 0.2052
H -1.9992 0.4710 -1.7195 -0.093 -0.156 -0.008 0.2067
N -4.2921 -0.1280 0.3547 0.077 0.064 -0.030 -0.3136
H 2.2920 0.7394 1.1364 0.020 -0.032 0.020 0.2100
O -1.1340 -1.0839 -0.5562 0.444 -0.087 0.180 -0.4977
C -3.2447 -0.0165 -0.1042 -0.390 -0.253 0.104 0.2583
C -1.9196 0.1459 -0.6788 0.847 0.445 -0.046 -0.0138
H 2.6474 -0.9904 0.9827 0.017 -0.027 -0.020 0.2024
N 1.3913 -0.1820 -0.4971 -0.536 1.491 -0.071 -0.7299
C -0.8909 0.8507 0.2088 -0.140 -0.848 0.377 -0.6259
H 1.5591 -0.8665 -1.2308 -0.053 0.449 -0.225 0.3966
```
Positions in Å, forces in eV/Å.

Calculated values
**Kohn-Sham gap**: 8.25 eV
**LUMO**: 0.62 eV
**Energy above the lowest of the compared OMol25 structures with the same formula, charge and spin**: 109.7 kcal per mole
**E_HOMO**: -7.62 eV
**Total charge**: 0

***

# 4
The following is a quantum chemistry calculation of an isolated molecule of C5H8N2O, from the Open Molecules 2025 dataset.

```
16
Properties=species:S:1:pos:R:3:forces:R:3:nbo_charge:R:1
C -0.7488 -1.0071 -0.0520 -2.786 -1.630 -3.111 0.6553
H -3.7602 -2.2884 -2.0820 -0.314 -0.092 -0.247 0.2322
H -1.3128 0.8410 -0.7982 -0.041 -0.335 0.000 0.4209
H 2.1147 -0.4523 -0.0667 -0.017 0.049 -0.024 0.1927
H 1.7760 0.5239 -1.5231 0.039 -0.030 0.031 0.2097
C 0.6062 1.0820 1.5609 -0.284 -0.227 0.146 -0.4322
N -0.5738 0.2460 -0.4569 3.603 2.687 2.159 -0.4681
N 0.5929 1.0380 0.1083 -1.706 -0.647 -1.097 -0.2771
C 1.8465 0.5449 -0.4363 -0.039 -0.189 -0.245 -0.4285
H 1.3597 1.8090 1.8670 -0.048 0.032 -0.075 0.2074
H 2.6333 1.2486 -0.1617 -0.050 0.009 0.036 0.2046
C -2.9483 -1.8908 -1.5402 0.705 0.343 0.475 -0.1989
O -0.0511 -1.7681 0.5533 0.058 0.372 0.486 -0.5647
H -0.3671 1.4186 1.9172 0.050 0.022 0.050 0.2044
C -2.0149 -1.4624 -0.9128 0.874 -0.400 1.457 -0.1531
H 0.8477 0.1172 2.0232 -0.044 0.037 -0.042 0.1954
```
Positions in Å, forces in eV/Å.

Calculated values
**Kohn-Sham gap**: 10.30 eV
**LUMO**: 0.93 eV
**Energy above the lowest of the compared OMol25 structures with the same formula, charge and spin**: 86.2 kcal per mole
**E_HOMO**: -9.37 eV
**Total charge**: 0

***

# 5
The following is a quantum chemistry calculation of a cluster of 2 separate species, C5H8N2O in total, from the Open Molecules 2025 dataset.

```
16
Properties=species:S:1:pos:R:3:forces:R:3:nbo_charge:R:1
H 0.8445 -2.1697 0.3214 2.313 2.789 1.714 0.2359
H 2.4336 -1.0648 1.0566 -1.415 -0.337 0.362 0.2397
C -0.7044 0.3611 -0.0998 2.927 0.925 2.764 0.4034
H -2.9040 -0.5906 1.8873 3.560 -2.499 -2.851 0.3852
N -1.8719 -0.1308 0.0288 0.095 0.453 -1.862 -0.2559
C 0.5235 0.0192 0.8490 -1.962 3.312 0.182 -0.2964
O -1.8322 -1.2020 0.9308 -4.130 2.969 3.512 -0.4881
H 1.9980 1.4561 0.0493 -0.932 0.454 -3.576 0.1730
N -0.0470 1.3175 -0.9896 -2.455 0.729 1.696 -0.6417
C 1.2245 -0.2421 -0.5028 -2.267 -5.446 -2.091 -0.2020
C 1.3991 -1.0701 0.6194 2.114 -6.524 0.906 -0.4037
H 1.9414 1.2606 -1.9030 0.053 0.217 -0.803 0.2198
H -0.6467 1.6421 -1.7032 0.122 0.790 -1.147 0.4015
C 1.4136 1.0516 -1.0021 0.222 2.214 2.700 -0.1956
H 0.2441 -0.8916 -0.9508 3.266 1.818 -0.781 0.2101
H 1.0405 0.9488 1.3394 -1.509 -1.863 -0.725 0.2148
```
Positions in Å, forces in eV/Å.

Calculated values
**Kohn-Sham gap**: 8.08 eV
**LUMO**: -0.50 eV
**Energy above the lowest of the compared OMol25 structures with the same formula, charge and spin**: 279.0 kcal per mole
**E_HOMO**: -8.58 eV
**Total charge**: 0

***

# 6
The following is a quantum chemistry calculation of an isolated molecule of C5H8N2O, from the Open Molecules 2025 dataset.

```
16
Properties=species:S:1:pos:R:3:forces:R:3:nbo_charge:R:1
C -1.4734 -0.5473 0.1291 -0.642 -1.814 -1.229 -0.4698
H -1.8142 1.5588 0.4143 -0.467 -0.759 1.022 0.2131
H 1.6530 -2.0226 -0.7376 1.978 -1.053 -0.736 0.1829
C 0.9822 -1.5352 -0.1270 -5.437 1.840 0.678 0.0800
H -0.5277 0.9060 1.6712 -1.391 -0.513 -2.786 0.2050
H -0.7009 -1.9038 -1.5532 0.902 -0.019 1.625 0.2250
H -2.3538 -0.5540 -0.6379 1.728 0.600 1.080 0.2182
C 2.0463 0.3281 0.0125 -8.831 4.181 1.623 0.2965
H 3.0150 0.1722 -0.1142 4.184 -0.175 -0.829 0.1739
H -2.0372 -0.9171 1.0462 1.193 -0.302 -0.937 0.2374
O 1.4385 -0.6484 0.9372 0.334 -0.702 -3.693 -0.5436
C -0.3440 -1.4939 -0.5567 0.693 1.338 1.448 -0.2242
C -1.0068 0.8178 0.5498 1.519 3.299 1.238 -0.2486
N -0.1246 1.6064 -0.4299 3.283 2.359 1.724 -0.4541
H -0.1046 2.8354 -0.1712 -0.386 -5.120 -0.877 0.3840
N 1.3524 1.3976 -0.4323 1.340 -3.160 0.649 -0.2756
```
Positions in Å, forces in eV/Å.

Calculated values
**Kohn-Sham gap**: 9.58 eV
**LUMO**: 0.83 eV
**Energy above the lowest of the compared OMol25 structures with the same formula, charge and spin**: 143.5 kcal per mole
**E_HOMO**: -8.75 eV
**Total charge**: 0

***

# 7
The following is a quantum chemistry calculation of a cluster of 2 separate species, C5H8N2O in total, from the Open Molecules 2025 dataset.

```
16
Properties=species:S:1:pos:R:3:forces:R:3:nbo_charge:R:1
H 1.7617 1.5686 2.0266 -0.160 0.057 -0.201 0.3548
C -2.0809 1.6353 0.1318 1.259 -0.567 0.330 -0.3590
C -1.0518 1.4011 0.7381 -0.096 1.712 1.020 0.2958
H 1.0163 -1.0927 -2.0752 -0.040 -0.139 -0.063 0.2109
C -0.3408 -1.0517 -0.3908 0.054 -1.619 0.434 -0.4278
H -0.4186 -0.0555 -2.2785 0.079 -0.004 -0.019 0.2170
H 0.9219 0.4429 -1.2300 -0.010 0.172 -0.211 0.2251
H 1.3030 2.7693 1.0001 -0.379 -0.015 0.237 0.3447
C 0.3347 -0.4085 -1.5747 0.024 0.307 0.508 -0.6193
N 1.2013 1.7733 1.1993 0.264 -0.424 -0.242 -0.4964
H 1.1427 -3.6599 0.9516 -0.178 0.305 0.455 0.3738
H -2.8671 1.4613 -0.5487 -0.384 0.037 -0.204 0.2329
H -1.3829 -0.8855 -0.1489 0.293 0.444 0.180 0.2525
C 0.1600 -2.1385 0.1851 -0.756 1.065 -1.594 0.4238
N 0.4351 -3.3111 0.3165 0.730 -1.059 0.182 -0.6516
O -0.1348 1.5515 1.6976 -0.700 -0.272 -0.812 -0.3771
```
Positions in Å, forces in eV/Å.

Calculated values
**Kohn-Sham gap**: 8.79 eV
**LUMO**: 0.76 eV
**Energy above the lowest of the compared OMol25 structures with the same formula, charge and spin**: 156.1 kcal per mole
**E_HOMO**: -8.03 eV
**Total charge**: 0

***

# 8
The following is a quantum chemistry calculation of an isolated molecule of C5H8N2O2, from the Open Molecules 2025 dataset.

```
17
Properties=species:S:1:pos:R:3:forces:R:3:nbo_charge:R:1
H -3.1641 -1.0285 -0.5377 -2.878 0.717 -1.901 0.2335
N -0.2933 0.4505 0.0570 -0.901 2.076 0.025 -0.2260
C 2.0823 1.2482 -0.3575 -1.192 -0.682 -0.393 0.4620
C -2.2383 -1.1039 -0.1524 4.275 -1.671 3.237 -0.4469
H -1.5209 -1.7991 -0.7762 -1.693 1.347 1.348 0.2114
O 2.3879 2.3407 -0.0347 1.097 1.411 1.014 -0.5038
H -2.4996 -1.5593 0.9335 1.222 0.812 -2.337 0.2157
H 0.3139 -1.6158 0.1070 0.251 2.405 -0.087 0.1724
H -1.7214 2.2064 -0.1260 0.054 0.425 -0.274 0.1313
H 2.7049 -0.6982 0.2022 -0.399 0.126 0.412 0.2287
C 1.9079 0.0080 0.5050 0.687 -0.700 -4.727 -0.5484
O -3.5472 1.3260 -0.0916 -0.389 -0.221 -0.480 -0.5959
C -2.3398 1.3077 -0.1346 -1.595 3.051 0.852 0.5297
H 1.9420 0.2681 1.4727 0.301 0.663 3.636 0.2367
C 0.5322 -0.4520 0.1036 1.973 -4.904 1.484 0.0645
H 1.6363 1.1157 -1.3438 0.327 -0.337 -0.837 0.0945
N -1.5904 0.2494 -0.0024 -1.139 -4.518 -0.971 -0.2592
```
Positions in Å, forces in eV/Å.

Calculated values
**Kohn-Sham gap**: 10.26 eV
**LUMO**: 0.59 eV
**Energy above the lowest of the compared OMol25 structures with the same formula, charge and spin**: 91.6 kcal per mole
**E_HOMO**: -9.66 eV
**Total charge**: 0